[1]
{
  "formula": "C16H28ClF3N6O4P",
  "method": "ωB97M-V/def2-TZVPD",
  "energy_ha": -2356.8443,
  "e_lumo_ev": -3.3,
  "gap_ev": 9.89,
  "charge": 1,
  "symbols": ["C", "C", "C", "N", "O", "C", "N", "C", "Cl", "N", "P", "O", "O", "N", "C", "C", "O", "C", "F", "F", "F", "H", "H", "H", "H", "H", "H", "H", "H", "H", "H", "H", "H", "H", "H", "C", "C", "C", "C", "N", "H", "H", "H", "H", "H", "H", "H", "C", "C", "C", "C", "N", "H", "H", "H", "H", "H", "H", "H"],
  "xyz": [[3.8733, 2.3580, 0.2411], [3.4147, 1.2262, -0.6711], [3.3127, -0.1040, 0.0692], [2.6657, -1.1399, -0.7151], [3.5038, -1.7937, -1.5926], [1.3880, -1.5259, -0.7524], [0.9843, -2.4960, -1.5709], [-0.2948, -2.6268, -1.3484], [-1.2672, -3.7194, -2.1498], [-0.7602, -1.7876, -0.3949], [-2.4959, -1.8119, 0.1161], [-2.2950, -2.4241, 1.6123], [-2.7901, -0.2725, 0.4761], [0.3624, -1.0570, -0.0046], [0.2703, -0.0491, 1.0162], [0.3102, 1.3941, 0.4602], [-0.0621, 1.3664, -0.8869], [-0.6687, 2.2918, 1.2420], [-0.6915, 1.9311, 2.5426], [-0.2106, 3.5750, 1.1716], [-1.9124, 2.2679, 0.7600], [3.6909, 3.2973, -0.2645], [3.3481, 2.3854, 1.1884], [4.9410, 2.2966, 0.3956], [2.5110, 1.4464, -1.2246], [4.1874, 1.0876, -1.4174], [2.9056, -0.0104, 1.0684], [4.3303, -0.4440, 0.2008], [3.8449, -2.5727, -1.1333], [-1.4479, -2.1787, 2.0021], [-2.7139, -0.0844, 1.4198], [1.0312, -0.2079, 1.7644], [-0.6617, -0.1573, 1.5459], [1.2826, 1.8403, 0.6306], [0.3863, 2.0826, -1.3424], [-1.1017, -2.6311, -6.1458], [-2.5152, -3.1934, -6.0372], [-2.6915, -4.5159, -6.7918], [-2.4225, -4.3428, -8.2185], [-2.2145, -4.1818, -9.3332], [-0.8442, -2.4010, -7.1794], [-1.0133, -1.7069, -5.5730], [-0.3649, -3.3398, -5.7612], [-3.2257, -2.4596, -6.4198], [-2.7609, -3.3543, -4.9847], [-3.7085, -4.8900, -6.6769], [-2.0103, -5.2737, -6.4022], [-2.1729, 3.0622, 6.4568], [-0.8966, 3.8799, 6.6178], [0.2564, 3.3612, 5.7502], [0.6045, 1.9798, 6.0824], [0.8752, 0.8911, 6.3172], [-2.0265, 2.0290, 6.7743], [-2.9738, 3.4809, 7.0642], [-2.5072, 3.0571, 5.4169], [-0.5915, 3.8756, 7.6648], [-1.0934, 4.9178, 6.3465], [1.1431, 3.9808, 5.8836], [-0.0171, 3.3915, 4.6945]],
  "atomic_forces_ev_per_a": [[-0.25, 0.03, -0.61], [0.47, -0.16, 0.15], [0.33, 0.42, -0.35], [-0.22, -0.29, 0.56], [0.01, 0.28, -0.37], [0.41, 0.37, 0.19], [-0.05, -0.53, -0.50], [0.19, 0.64, 0.49], [-0.23, -0.31, -0.21], [0.17, 0.00, -0.51], [-0.77, -0.16, 0.44], [0.22, 0.07, -0.40], [0.25, -0.15, -0.28], [-0.09, -0.48, 0.03], [-0.08, 0.58, 0.14], [-0.68, -0.10, 0.07], [0.30, -0.09, 0.06], [0.45, 0.84, -0.30], [-0.16, 0.14, -0.10], [-0.48, -0.75, 0.15], [0.48, 0.02, 0.41], [0.01, 0.32, -0.01], [-0.01, -0.03, 0.31], [0.23, -0.05, 0.35], [-0.34, 0.07, 0.06], [0.02, 0.02, -0.41], [-0.35, -0.08, 0.05], [0.21, -0.29, 0.27], [-0.03, -0.16, 0.10], [-0.02, -0.24, 0.42], [-0.23, 0.21, 0.07], [0.25, 0.00, 0.14], [-0.18, -0.36, -0.03], [0.26, 0.01, -0.08], [-0.08, 0.20, -0.24], [-0.04, 0.01, 0.06], [0.17, 0.13, 0.06], [-0.02, 0.17, 0.06], [-0.09, -0.13, 0.17], [0.08, 0.06, -0.25], [0.00, -0.04, -0.02], [0.01, 0.00, 0.01], [0.02, 0.00, -0.02], [-0.06, -0.04, -0.01], [-0.08, -0.08, -0.03], [-0.01, -0.05, -0.01], [0.01, -0.03, 0.00], [0.03, 0.01, 0.01], [-0.20, -0.05, 0.02], [-0.10, 0.11, 0.20], [0.05, 0.19, -0.20], [0.03, -0.28, 0.01], [0.03, -0.01, -0.02], [-0.02, 0.01, -0.02], [-0.01, 0.00, 0.00], [0.06, 0.02, 0.00], [0.09, 0.02, -0.02], [0.04, -0.01, -0.03], [-0.01, 0.02, -0.03]],
  "nbo_charge": [-0.6193, -0.4179, -0.2403, -0.1023, -0.4913, 0.5789, -0.4709, 0.3755, 0.1721, -0.4974, 1.5880, -0.9734, -0.9784, -0.1916, -0.2500, -0.0078, -0.6872, 0.9583, -0.3294, -0.3214, -0.2965, 0.2322, 0.1969, 0.2307, 0.1921, 0.2336, 0.2046, 0.2420, 0.4826, 0.4944, 0.5093, 0.2449, 0.2263, 0.2135, 0.4990, -0.6153, -0.3762, -0.5087, 0.2761, -0.3123, 0.2281, 0.2077, 0.2007, 0.2150, 0.1925, 0.2525, 0.2401, -0.6135, -0.3803, -0.5127, 0.2935, -0.3458, 0.2149, 0.2265, 0.1965, 0.2158, 0.2141, 0.2544, 0.2366]
}

---

[2]
{
  "formula": "C16H28ErIO2P2",
  "method": "ωB97M-V/def2-TZVPD",
  "energy_ha": -2771.8306,
  "e_lumo_ev": [-8.0, -8.0],
  "multiplicity": 4,
  "gap_ev": [4.27, 4.27],
  "charge": 2,
  "symbols": ["C", "C", "H", "H", "H", "O", "I", "Er", "P", "C", "C", "H", "H", "H", "H", "H", "H", "C", "H", "H", "H", "P", "C", "C", "H", "H", "H", "C", "H", "H", "H", "H", "H", "H", "C", "O", "C", "C", "C", "C", "C", "C", "C", "H", "H", "H", "H", "H", "H", "H"],
  "xyz": [[-0.0007, -0.1080, -6.9045], [0.0084, 0.8501, -5.8313], [0.0005, 0.3814, -7.9121], [-0.8930, -0.7321, -6.7773], [0.8833, -0.7447, -6.7807], [0.0164, 1.9215, -5.3814], [0.0086, -0.7898, -3.2332], [-0.0172, -0.5694, -0.4193], [2.7147, -0.1653, -0.3003], [3.5074, 1.2071, 0.5793], [3.7098, -1.5694, 0.3325], [4.7644, -1.4444, 0.0532], [4.5071, -0.0429, -1.9464], [3.3192, -2.5001, -0.0944], [2.9218, -0.5576, -2.6622], [3.2153, 1.1770, 1.6322], [3.6154, -1.6204, 1.4220], [3.4225, 0.1194, -1.9641], [4.5992, 1.1243, 0.4765], [3.2064, 1.1466, -2.2752], [3.1598, 2.1479, 0.1424], [-2.7441, -0.0926, -0.3421], [-3.5342, 1.3134, 0.4906], [-3.4213, 0.1612, -2.0265], [-3.4067, -2.4106, -0.1293], [-4.8218, -1.3139, 0.0511], [-3.6416, -1.5173, 1.3925], [-3.7652, -1.4683, 0.3055], [-2.9149, -0.5413, -2.6968], [-4.5089, 0.0096, -2.0139], [-4.6277, 1.2069, 0.4227], [-3.2141, 2.2371, -0.0041], [-3.1862, 1.1808, -2.3519], [-3.2069, 1.3340, 1.5331], [0.0406, 1.6539, 0.2367], [0.0693, 2.7221, 0.6856], [-0.0281, -1.5719, 1.7241], [-0.0048, -0.7422, 2.9456], [1.2120, -0.5189, 3.6503], [1.2383, 0.2805, 4.7918], [0.0655, 0.9244, 5.2539], [-1.1523, 0.6804, 4.5872], [-1.1907, -0.1342, 3.4426], [0.8737, -2.1953, 1.6058], [-0.9718, -2.1343, 1.6013], [2.1181, -1.0496, 3.3138], [2.1925, 0.4148, 5.3246], [0.1036, 1.5622, 6.1418], [-2.0806, 1.1393, 4.9469], [-2.1607, -0.3613, 2.9612]],
  "atomic_forces_ev_per_a": [[0.00, -0.89, -0.11], [0.04, 5.60, 0.84], [0.00, 0.07, 0.98], [0.08, -0.02, -0.07], [-0.09, -0.01, -0.07], [-0.03, -4.78, -1.42], [0.00, -0.19, -1.21], [-0.11, -2.17, 1.30], [1.87, 0.39, -0.01], [-0.29, 0.24, 0.25], [-0.50, -0.29, -0.12], [-0.31, 0.02, 0.06], [-0.27, 0.04, -0.05], [0.26, 0.02, 0.13], [0.43, 0.09, -0.06], [0.17, 0.10, -0.02], [0.02, -0.01, -0.18], [-0.31, -0.23, -0.15], [-0.36, 0.07, 0.06], [0.05, -0.13, 0.03], [0.18, 0.00, 0.14], [-1.80, 0.50, -0.16], [0.31, 0.21, 0.21], [0.31, -0.27, -0.06], [-0.27, 0.08, 0.17], [0.31, 0.01, 0.05], [-0.08, -0.06, -0.17], [0.55, -0.33, -0.08], [-0.47, 0.14, -0.06], [0.31, 0.05, -0.09], [0.39, 0.09, 0.06], [-0.17, -0.05, 0.18], [-0.07, -0.17, 0.02], [-0.22, 0.14, -0.03], [0.11, 6.51, 2.65], [-0.11, -4.62, -2.00], [0.01, 0.33, -1.37], [0.00, 0.55, 0.56], [-0.63, -0.10, -0.25], [-0.24, 0.43, 0.08], [0.05, -0.60, -0.47], [0.45, 0.08, -0.15], [0.52, -0.08, 0.12], [-0.38, -0.37, 0.34], [0.36, -0.33, 0.28], [-0.45, 0.33, 0.24], [-0.59, -0.03, -0.23], [-0.06, -0.28, -0.38], [0.42, -0.21, -0.08], [0.60, 0.16, 0.28]],
  "nbo_charge": [-0.8147, 0.9519, 0.3483, 0.3308, 0.3309, -0.2608, -0.4769, 1.5155, 0.7568, -0.9239, -0.9098, 0.2601, 0.2581, 0.2473, 0.2430, 0.2626, 0.2609, -0.9218, 0.2609, 0.2451, 0.2415, 0.7543, -0.9221, -0.9197, 0.2483, 0.2605, 0.2607, -0.9121, 0.2427, 0.2577, 0.2609, 0.2442, 0.2445, 0.2583, 0.4685, -0.3273, -1.0392, -0.0252, -0.2537, -0.1802, -0.2483, -0.1274, -0.2833, 0.2286, 0.2296, 0.2010, 0.2299, 0.2357, 0.2176, 0.1897]
}

---

[3]
{
  "formula": "C16H28N5ORu",
  "method": "ωB97M-V/def2-TZVPD",
  "energy_ha": -1069.8766,
  "e_lumo_ev": [-6.9, -7.3],
  "de_lowest_kcal_mol": 19.8,
  "multiplicity": 2,
  "gap_ev": [7.40, 7.55],
  "charge": 2,
  "symbols": ["Ru", "C", "C", "N", "C", "C", "N", "C", "C", "N", "C", "C", "N", "C", "C", "C", "C", "C", "C", "C", "N", "H", "H", "H", "H", "H", "H", "H", "H", "H", "H", "H", "H", "H", "H", "H", "H", "H", "H", "H", "H", "H", "H", "H", "O", "H", "H", "C", "H", "H", "H"],
  "xyz": [[-0.3060, -0.2114, 0.2195], [-3.9339, 0.8790, -1.8987], [-2.6319, 0.7828, -1.1790], [-2.2863, -0.1997, -0.4196], [-2.9918, -1.4584, -0.2174], [-1.9854, -2.5730, -0.5449], [-0.6059, -2.2884, -0.0097], [-0.2307, -3.0210, 1.2283], [-0.6465, -2.1710, 2.4136], [-0.0964, -0.8013, 2.2160], [1.3325, -0.6243, 2.6859], [2.2489, -0.3050, 1.5047], [1.4553, 0.3985, 0.5010], [1.7775, 1.8190, 0.1979], [3.1524, 1.9485, -0.4509], [0.6641, 2.3222, -0.7136], [0.6807, 3.4267, -1.5582], [-0.4682, 3.7364, -2.2668], [-1.6176, 2.9413, -2.1679], [-1.5763, 1.8488, -1.3289], [-0.4518, 1.6022, -0.6191], [-4.7563, 0.6110, -1.2356], [-3.9520, 0.1924, -2.7486], [-4.1174, 1.8805, -2.2742], [-3.8935, -1.5684, -0.8207], [-3.2819, -1.4990, 0.8341], [-1.8899, -2.6604, -1.6269], [-2.3392, -3.5338, -0.1709], [0.0486, -2.5263, -0.7522], [0.8512, -3.1593, 1.2140], [-0.6898, -4.0098, 1.2637], [-0.3080, -2.5971, 3.3590], [-1.7325, -2.0856, 2.4629], [-0.6544, -0.1683, 2.7790], [1.6523, -1.5201, 3.2181], [1.3315, 0.1977, 3.4003], [2.6267, -1.2221, 1.0469], [3.1156, 0.2596, 1.8519], [3.2159, 1.3733, -1.3745], [3.9302, 1.6014, 0.2280], [3.3756, 2.9915, -0.6738], [1.5684, 4.0350, -1.6570], [-0.4776, 4.5961, -2.9233], [-2.4920, 3.1795, -2.7542], [0.5945, -1.1115, -2.4913], [0.0394, -1.2880, -3.2613], [1.4122, -0.7607, -2.8656], [1.7113, 2.6521, 1.4924], [1.9001, 3.7038, 1.2783], [2.4774, 2.3199, 2.1933], [0.7304, 2.5636, 1.9623]],
  "atomic_forces_ev_per_a": [[0.02, -0.33, -0.74], [-0.07, -0.04, 0.01], [0.17, 0.15, 0.18], [0.06, -0.02, -0.08], [0.03, 0.01, 0.04], [-0.02, 0.12, 0.03], [0.08, -0.13, 0.01], [-0.10, 0.14, 0.13], [0.05, -0.11, -0.16], [-0.09, 0.16, 0.16], [0.01, 0.03, -0.08], [-0.06, 0.00, 0.16], [0.21, 0.09, 0.15], [-0.02, 0.07, -0.04], [0.02, 0.02, -0.06], [-0.01, -0.13, 0.05], [-0.02, 0.07, 0.00], [-0.04, -0.06, 0.02], [0.15, -0.01, 0.06], [-0.19, -0.15, 0.00], [-0.04, 0.23, 0.22], [0.01, -0.01, -0.01], [0.01, 0.01, -0.01], [0.00, 0.01, 0.01], [0.04, -0.03, -0.04], [-0.05, -0.01, -0.02], [-0.01, 0.03, 0.00], [-0.01, 0.00, 0.01], [-0.01, -0.09, 0.05], [0.00, 0.03, 0.01], [-0.01, 0.01, 0.00], [0.03, 0.00, -0.01], [0.00, 0.00, -0.02], [-0.05, -0.08, 0.03], [0.00, -0.01, -0.01], [0.02, 0.03, -0.03], [0.02, 0.00, 0.02], [-0.02, 0.00, -0.01], [-0.02, -0.01, 0.00], [-0.01, -0.03, 0.01], [0.00, 0.00, 0.00], [0.00, 0.01, -0.01], [0.01, 0.01, 0.00], [-0.02, -0.01, 0.00], [-0.24, 0.07, -0.06], [0.08, -0.02, -0.04], [0.05, -0.07, 0.09], [0.06, -0.01, -0.03], [0.00, 0.00, 0.00], [-0.02, 0.03, 0.01], [0.00, 0.01, -0.02]],
  "nbo_charge": [0.8704, -0.7012, 0.3664, -0.4498, -0.2509, -0.2288, -0.5474, -0.2389, -0.2385, -0.5092, -0.2344, -0.2628, -0.4064, 0.0749, -0.6179, 0.2853, -0.2112, -0.1048, -0.1898, 0.1470, -0.4531, 0.2633, 0.2639, 0.2530, 0.2330, 0.2248, 0.2213, 0.2336, 0.4357, 0.2242, 0.2340, 0.2369, 0.2155, 0.4166, 0.2256, 0.2262, 0.2175, 0.2288, 0.2242, 0.2356, 0.2342, 0.2554, 0.2564, 0.2517, -0.9712, 0.4915, 0.5008, -0.6190, 0.2427, 0.2276, 0.2176]
}

---

[4]
{
  "formula": "C16H28NO2",
  "method": "ωB97M-V/def2-TZVPD",
  "energy_ha": -831.4926,
  "e_lumo_ev": -2.7,
  "de_lowest_kcal_mol": 0.0,
  "gap_ev": 10.25,
  "smiles": "COCC[NH2+][C@@H](C)C(=O)[C@]12C[C@H]3C[C@H](C[C@H](C3)C1)C2",
  "charge": 1,
  "symbols": ["C", "H", "H", "H", "O", "C", "C", "N", "H", "C", "C", "H", "H", "H", "H", "C", "O", "C", "C", "H", "H", "C", "C", "C", "C", "H", "H", "C", "C", "C", "H", "H", "C", "H", "H", "H", "H", "H", "H", "H", "H", "H", "H", "H", "H", "H", "H"],
  "xyz": [[-4.7268, -0.8536, -2.2517], [-4.9101, -0.5683, -1.2114], [-5.6395, -0.7042, -2.8329], [-4.4387, -1.9010, -2.2939], [-3.6440, -0.1327, -2.8137], [-3.7967, 1.2647, -2.8491], [-3.1386, 1.8781, -1.5966], [-1.8210, 1.2242, -1.4826], [-2.0060, 0.1685, -1.6075], [-1.0021, 1.2672, -0.2392], [-1.8585, 1.5000, 1.0004], [-2.5979, 0.7106, 1.1149], [-2.3539, 2.4666, 0.9588], [-1.2280, 1.4940, 1.8834], [-0.2360, 2.0394, -0.3208], [-0.3899, -0.1610, -0.1586], [-1.0011, -1.0161, -0.7639], [0.9160, -0.3977, 0.5275], [1.0168, -1.8650, 0.9700], [0.7798, -2.5173, 0.1285], [0.2840, -2.0539, 1.7570], [2.4246, -2.1562, 1.4841], [3.4363, -1.9105, 0.3663], [3.3529, -0.4515, -0.0752], [1.9503, -0.1487, -0.6044], [1.9013, 0.8914, -0.9376], [1.7277, -0.7980, -1.4534], [3.6656, 0.4658, 1.1044], [2.6519, 0.2131, 2.2185], [2.7350, -1.2438, 2.6690], [3.7351, -1.4552, 3.0485], [2.0261, -1.4268, 3.4790], [1.2392, 0.5185, 1.7096], [1.1860, 1.5705, 1.4214], [0.5291, 0.3383, 2.5190], [2.8678, 0.8722, 3.0649], [4.6727, 0.2646, 1.4699], [3.6290, 1.5116, 0.7904], [4.0676, -0.2694, -0.8840], [4.4434, -2.1295, 0.7220], [3.2292, -2.5703, -0.4782], [2.4761, -3.2014, 1.8011], [-1.2512, 1.4968, -2.2882], [-3.0392, 2.9596, -1.6877], [-3.7343, 1.6391, -0.7167], [-4.8469, 1.5635, -2.9107], [-3.2831, 1.6139, -3.7508]],
  "atomic_forces_ev_per_a": [[-0.13, -0.16, 0.07], [-0.01, -0.01, 0.02], [0.02, 0.02, 0.00], [-0.09, 0.01, 0.06], [0.19, 0.11, -0.15], [0.12, 0.11, 0.09], [-0.69, 0.07, -0.31], [0.02, -0.80, -0.36], [0.21, 0.75, -0.03], [0.16, -0.07, 0.44], [0.07, 0.06, -0.08], [-0.11, -0.05, 0.01], [-0.06, 0.05, 0.02], [0.06, 0.00, 0.03], [-0.06, -0.07, -0.10], [-0.19, 0.38, -0.15], [0.06, -0.18, 0.15], [0.03, -0.33, -0.11], [0.05, -0.03, -0.06], [-0.04, -0.01, 0.02], [-0.08, -0.04, 0.02], [0.02, -0.18, 0.09], [-0.09, 0.03, 0.01], [0.22, 0.11, -0.22], [0.15, -0.07, 0.08], [-0.01, 0.09, -0.08], [-0.06, 0.00, -0.04], [-0.08, -0.03, -0.01], [0.09, 0.17, 0.16], [-0.04, 0.00, -0.06], [0.05, -0.01, 0.07], [-0.01, -0.03, 0.08], [0.02, -0.05, 0.05], [-0.06, 0.12, 0.00], [-0.08, 0.06, 0.05], [-0.04, -0.03, -0.05], [0.08, 0.03, 0.02], [0.04, 0.07, -0.01], [-0.04, -0.01, 0.04], [0.07, -0.04, -0.02], [0.03, -0.06, -0.05], [-0.02, 0.04, -0.02], [-0.02, -0.07, 0.15], [0.06, -0.05, 0.07], [0.16, 0.02, -0.01], [0.07, 0.04, 0.02], [-0.07, 0.03, 0.05]],
  "nbo_charge": [-0.2550, 0.1647, 0.1894, 0.2178, -0.5457, -0.0805, -0.2518, -0.5523, 0.4909, -0.1531, -0.6301, 0.2275, 0.2337, 0.2560, 0.2377, 0.6615, -0.5526, -0.1668, -0.3914, 0.2294, 0.2132, -0.2220, -0.4015, -0.2204, -0.3802, 0.1985, 0.2220, -0.4052, -0.2059, -0.4050, 0.2202, 0.2095, -0.3991, 0.2012, 0.2125, 0.2236, 0.2228, 0.2048, 0.2264, 0.2204, 0.2117, 0.2272, 0.4302, 0.2301, 0.2270, 0.2104, 0.1983]
}

---

| no. | maximum force (eV/Å) |
| --- | --- |
| 1 | 1.00 |
| 2 | 7.03 |
| 3 | 0.81 |
| 4 | 0.88 |